Arrangement w

A cluster of 13 separate species, H26O13 in total. Source: OMol25; level of theory: wB97M-V/def2-TZVPD.

Properties
- LUMO energy (eV) = -0.5
- orbital gap (eV) = 9.48

Element x y z (Å)
O 0.5464 -1.7145 -3.0020
H 1.3171 -1.3428 -2.6094
H -0.1720 -1.2485 -2.5023
O -3.5322 0.5810 0.1067
H -3.4884 -0.3367 0.0094
H -2.8645 0.8043 -0.5093
O 2.0338 -1.7984 1.1255
H 1.6739 -1.2368 1.7592
H 2.9777 -1.9135 1.4562
O 2.5277 -0.6188 -1.2033
H 2.1183 -0.9783 -0.4009
H 3.4732 -0.7851 -1.1639
O -0.1062 -2.9442 -0.4222
H -0.0359 -3.7892 -0.8396
H 0.7620 -2.6233 -0.1308
O 1.6160 0.7999 2.8842
H 0.8735 0.5701 2.3429
H 2.4592 0.6015 2.4371
O 2.0254 3.6363 0.1191
H 1.4741 2.9787 -0.2483
H 2.9378 3.5837 -0.1582
O -0.7123 3.1131 1.2830
H -1.3068 2.4553 1.6924
H 0.0691 3.0215 1.8256
O 0.8981 1.8441 -1.4602
H 1.6092 1.2485 -1.6509
H 0.2589 1.5531 -2.1488
O -1.6688 -0.3047 -1.9778
H -1.1867 0.1626 -2.7119
H -2.4048 -0.6730 -2.4397
O -0.1000 0.1835 0.5294
H 0.4972 0.7579 -0.0461
H -0.6498 -0.3461 -0.0411
O -1.9363 0.8373 2.5418
H -1.9144 0.2101 1.8321
H -2.5898 0.5424 3.1305
O -2.7111 -2.0409 0.4588
H -2.9614 -2.5261 -0.3099
H -1.8074 -2.2640 0.4431



Arrangement x

A cluster of 13 separate species, H26O13 in total. Source: OMol25; level of theory: wB97M-V/def2-TZVPD.

Properties
- LUMO energy (eV) = -0.3
- orbital gap (eV) = 9.64

Element x y z (Å)
H 0.3044 -0.3594 -0.5257
H -0.2876 0.9948 -0.8804
H -1.3565 -3.4975 0.2223
H -2.2849 -4.3369 1.0845
H 1.9130 1.3594 1.0359
H 2.1032 2.8343 0.7220
H -0.3491 -2.1730 0.5351
H -1.4305 -1.8801 -0.4920
H 0.2483 5.3195 -0.0541
H -0.9047 4.7932 -0.8929
H 0.5545 0.6700 2.8764
H 0.0003 1.0062 1.5016
H -4.4165 -0.4484 -1.3328
H -4.9187 0.3674 -0.1528
H 1.7506 -1.2374 0.3843
H 1.2743 -1.7355 -0.9703
H 5.2157 1.3460 0.8457
H 4.0473 1.4358 -0.1222
H -2.5169 1.4781 -1.1661
H -3.3018 1.3273 0.1267
H -2.5339 -1.8369 1.2180
H -3.5203 -1.1605 0.2801
H 3.8976 -3.1328 -0.0545
H 3.7872 -1.6966 0.4305
H 3.0999 0.5337 -2.2279
H 1.8991 -0.0759 -1.5235
O -0.1999 0.3713 -0.1506
O -2.0734 -4.1392 0.1652
O 1.5432 2.0786 0.5116
O -0.7436 -1.4521 0.0314
O -0.2112 4.5054 -0.2885
O -0.0799 1.2439 2.4322
O -4.9764 0.3047 -1.1129
O 1.4418 -2.0304 -0.0682
O 4.5702 0.8015 0.3811
O -3.2452 1.8677 -0.6693
O -3.0566 -1.0336 1.1155
O 4.1786 -2.2354 -0.2662
O 2.5681 -0.2692 -2.1898



Arrangement y

A cluster of 13 separate species, H26O13 in total. Source: OMol25; level of theory: wB97M-V/def2-TZVPD.

Properties
- LUMO energy (eV) = -0.4
- orbital gap (eV) = 10.48

Element x y z (Å)
O 15.5735 12.4422 -2.9944
H 15.6446 13.0592 -2.2488
H 15.8711 11.5921 -2.6603
O 15.7775 14.3029 -0.9311
H 15.0108 14.4446 -0.3541
H 16.2556 15.1402 -0.9622
O 16.5513 13.3617 1.6163
H 16.8875 12.4563 1.5770
H 16.4155 13.6505 0.6957
O 18.6610 15.4841 0.8586
H 18.8319 16.4032 0.6272
H 18.3266 15.4917 1.7624
O 16.9737 10.7379 4.3692
H 17.5689 11.3556 4.8030
H 17.1957 10.7926 3.4341
O 18.5882 14.3296 -1.6971
H 18.7146 14.5696 -0.7651
H 18.3141 13.4091 -1.6791
O 17.5675 10.6859 1.1735
H 17.4494 10.9458 0.2517
H 17.9953 9.8222 1.1356
O 15.6943 16.8828 2.2936
H 16.3675 17.2685 1.7260
H 15.3353 16.1445 1.7871
O 14.3854 11.2214 -0.2750
H 14.1916 10.7158 0.5244
H 14.9297 11.9456 0.0497
O 14.3198 11.5739 2.6332
H 14.4388 11.7665 3.5712
H 13.6402 12.1889 2.3411
O 13.5776 14.9621 0.8817
H 12.9562 15.2579 1.5556
H 13.0414 14.4942 0.2295
O 15.3576 14.1661 3.9894
H 16.1267 14.5488 4.4185
H 15.6789 13.9047 3.1058
O 20.4953 11.6986 1.1235
H 19.5942 11.3817 1.2484
H 20.4656 12.6303 1.3606



Arrangement z

A cluster of 13 separate species, H26O13 in total. Source: OMol25; level of theory: wB97M-V/def2-TZVPD.

Properties
- LUMO energy (eV) = -0.5
- orbital gap (eV) = 8.37

Element x y z (Å)
H 0.8459 -0.3400 -0.2239
H -0.1963 -0.1762 0.7263
H -1.6544 -2.3631 -0.4913
H -1.5686 -3.2212 -1.7118
H -2.7821 -1.8475 1.3843
H -4.2734 -2.4842 1.2857
H 2.7658 -2.3766 0.6257
H 3.9688 -2.3975 -0.4702
H -0.8358 2.9611 -1.7949
H 0.2745 2.0515 -1.7235
H -3.3655 -2.6811 -0.5218
H -3.3652 -1.4522 -1.3569
H -2.3623 0.8827 1.5461
H -1.2574 1.3154 0.5803
H -2.3664 2.4763 -0.8215
H -3.8431 2.3548 -0.3496
H -0.3377 4.3067 0.6351
H -0.9292 4.3246 2.1202
H 1.2321 -0.0238 -2.2555
H 1.8326 -1.2123 -2.9184
H 4.0348 -1.1422 1.8605
H 5.0298 -0.1527 2.1818
H 4.9863 1.1452 -2.0041
H 4.0283 -0.0226 -2.3099
H -0.2232 -0.2292 2.5262
H -0.2477 1.0124 3.5103
O 0.7662 -0.4002 0.7000
O -1.5748 -3.2723 -0.7374
O -3.2586 -2.6501 1.2932
O 3.2556 -1.8280 -0.1131
O -0.4390 2.3273 -2.3545
O -3.1032 -2.3520 -1.3974
O -1.9818 0.6001 0.7341
O -3.2201 2.9460 -0.6774
O -0.7064 3.7162 1.3870
O 2.0381 -0.3766 -2.6412
O 4.3692 -0.6350 2.6283
O 4.1296 0.8831 -1.8819
O 0.3350 0.3330 3.0314



Most stable pick: arrangement y. Distance to second place: 0.596 eV.



Arrangement w

A cluster of 13 separate species, H26O13 in total. Source: OMol25; level of theory: wB97M-V/def2-TZVPD.

Properties
- LUMO energy (eV) = -0.6
- orbital gap (eV) = 9.29

Element x y z (Å)
O 0.0594 -0.2786 0.1542
H 0.4626 0.4251 0.7995
H 0.1355 0.0605 -0.7526
O 0.9471 0.7935 -1.9512
H 1.6026 1.2645 -1.4061
H 1.0125 0.6437 -2.7687
O 2.0864 -1.7567 2.8954
H 1.5207 -1.6270 3.6002
H 1.3231 -1.9801 2.3227
O -1.3942 -0.6688 2.4906
H -1.4276 -1.2672 1.6477
H -1.8515 -1.1384 3.1421
O -0.3470 -2.4893 -1.9508
H 0.2452 -3.0964 -1.5884
H -1.2711 -3.1365 -1.9823
O 2.8742 -0.6665 0.5254
H 2.2097 -0.0436 0.2949
H 2.6897 -0.7956 1.5684
O 1.2708 2.2397 0.7303
H 1.5078 2.5317 1.6395
H 2.1080 2.4842 0.1974
O -1.4574 -0.7072 -3.1182
H -0.7713 -1.2585 -2.7483
H -1.6831 0.0613 -2.7035
O -1.9605 -2.1242 0.1753
H -1.1497 -2.0045 -0.4159
H -2.0192 -2.9370 0.2547
O -2.3793 2.5001 0.5011
H -2.4700 3.3738 0.1715
H -1.5671 2.1225 0.2151
O -1.5952 1.5356 -2.3837
H -1.5292 2.4160 -2.8274
H -0.7840 1.5008 -2.0399
O 1.0355 -2.7662 0.6788
H 1.9513 -2.8306 0.2482
H 0.7771 -1.9217 0.4378
O -0.0841 4.0693 1.0271
H 0.4065 3.2445 1.0448
H -0.4842 4.2277 1.8741



Arrangement x

A structure of composition H26O13. Source: OMol25; level of theory: wB97M-V/def2-TZVPD.

Properties
- LUMO energy (eV) = -0.5
- orbital gap (eV) = 8.63

Element x y z (Å)
H -0.8188 -0.1129 0.0972
H 0.1834 0.9264 0.5721
H -4.1870 -1.4131 -1.8700
H -5.1973 -2.5131 -1.5885
H 1.3599 -3.0044 -2.7211
H 1.6045 -4.4984 -2.5864
H 3.4866 -1.4158 0.1151
H 3.2729 -1.0528 1.5754
H -2.1544 3.9085 -2.9144
H -0.8123 3.4991 -2.3303
H -2.1036 -0.6723 -2.7802
H -1.3655 -0.0736 -1.5942
H 2.4162 2.9148 2.0430
H 1.8036 1.8748 2.9666
H 4.9233 2.6853 -0.0330
H 4.4271 1.4583 -0.7803
H -0.2173 -0.4363 3.6942
H 0.4657 -0.1058 2.3772
H 2.1677 1.7153 -0.4166
H 2.6099 0.5497 -1.2860
H -4.5448 1.8114 0.8859
H -5.1829 2.4652 2.1006
H -2.9318 -1.4982 2.3520
H -1.8997 -1.4203 3.4650
H 1.9621 -3.0706 0.5950
H 1.0601 -2.2674 -0.3276
O 0.0666 0.2250 -0.0786
O -5.0985 -1.5543 -1.5906
O 1.7951 -3.6556 -2.1594
O 3.8787 -0.9142 0.8387
O -1.4621 4.2107 -2.3157
O -1.2169 -0.5269 -2.4317
O 2.0278 2.0327 2.0426
O 4.1179 2.2044 -0.2542
O -0.3729 -0.4085 2.7434
O 2.7615 1.4906 -1.1418
O -5.4003 2.0620 1.2525
O -2.3245 -2.0434 2.8649
O 1.1867 -3.1540 0.0285



Arrangement y

A cluster of 13 separate species, H26O13 in total. Source: OMol25; level of theory: wB97M-V/def2-TZVPD.

Properties
- LUMO energy (eV) = -0.7
- orbital gap (eV) = 9.24

Element x y z (Å)
O 2.5658 -0.3896 1.1496
H 3.0508 -1.2219 1.2265
H 2.2671 -0.2011 2.0473
O -0.0118 2.2522 1.4024
H -0.6024 2.8610 0.9304
H 0.8270 2.7281 1.4631
O -0.6440 3.9928 -1.2194
H -1.3696 4.0179 -0.5868
H -0.5099 3.0412 -1.4020
O -0.6754 0.1141 3.1497
H -0.7230 0.5271 4.0196
H -0.2272 0.7722 2.5722
O 1.5359 -3.2050 -1.1189
H 2.3912 -3.1414 -0.6832
H 0.8729 -3.0854 -0.4034
O 0.1667 -2.8215 1.2642
H 0.7115 -3.3289 1.8781
H -0.7264 -2.8658 1.6305
O -0.7463 1.5184 -2.5734
H -1.6438 1.2641 -2.8120
H -0.4302 0.7978 -2.0031
O -2.8083 2.0540 -0.3214
H -3.7345 1.8953 -0.1091
H -2.3273 1.5417 0.3375
O -2.8522 -0.4072 1.5434
H -2.0140 -0.1429 1.9926
H -3.4583 -0.6560 2.2484
O 1.1184 -1.5914 -3.5091
H 1.0841 -2.0540 -2.6555
H 2.0502 -1.5942 -3.7480
O 3.8966 0.0780 -1.4220
H 3.4667 -0.1567 -0.5881
H 4.5837 0.7062 -1.1764
O 0.1216 -0.0770 -0.3239
H 0.8808 -0.6481 -0.1484
H 0.2381 0.6743 0.2753
O -2.1670 -1.2727 -1.1236
H -2.8239 -1.0718 -0.4465
H -1.3338 -0.9038 -0.7570



Arrangement z

A cluster of 13 separate species, H26O13 in total. Source: OMol25; level of theory: wB97M-V/def2-TZVPD.

Properties
- LUMO energy (eV) = -0.4
- orbital gap (eV) = 9.65

Element x y z (Å)
O 3.6129 -0.6678 -2.3332
H 2.7140 -0.6939 -2.6692
H 3.5969 -0.1963 -1.4955
O -0.9920 1.2076 2.9914
H -1.0539 1.8628 3.6956
H -0.1508 0.7653 3.1657
O 0.8392 -3.1049 -1.5860
H 0.1766 -2.7761 -2.2149
H 1.5047 -3.2413 -2.2798
O 1.7273 -0.1285 0.3568
H 2.1624 -0.7563 0.9533
H 1.9142 -0.5670 -0.4864
O -4.3743 -0.5338 0.2521
H -4.0888 -1.0338 1.0277
H -3.5023 -0.1191 0.1741
O 2.2299 1.7744 -2.2514
H 2.7001 1.2741 -2.9240
H 2.7163 2.5940 -2.1223
O -2.9921 -1.2543 -3.4914
H -2.3145 -1.7196 -2.9976
H -3.1675 -0.5413 -2.8578
O -2.1453 -0.5529 1.7735
H -1.2311 -0.4347 1.8592
H -2.5716 -0.6734 2.6205
O 1.0542 2.8841 0.5026
H 1.2538 1.9469 0.3712
H 1.5788 3.1747 1.2416
O 0.9243 -3.2308 2.4330
H 0.7514 -4.0977 2.0546
H 0.0442 -2.9355 2.6692
O 3.6560 1.3984 1.5726
H 3.2049 0.7782 0.9964
H 3.1976 2.1289 1.9032
O -2.5717 1.8878 0.3496
H -3.3917 2.0922 0.7748
H -1.8721 2.3268 0.8370
O -1.8247 0.2014 -2.0337
H -1.3545 0.9907 -1.7393
H -1.9611 -0.0292 -1.0936



Most stable pick: arrangement y. Distance to second place: 2.429 eV.



Arrangement w

A cluster of 13 separate species, H26O13 in total. Source: OMol25; level of theory: wB97M-V/def2-TZVPD.

Properties
- LUMO energy (eV) = -0.5
- orbital gap (eV) = 8.67

Element x y z (Å)
H 0.7954 -0.3048 -0.5154
H -0.3223 -1.1125 0.1237
H 3.3995 -2.4538 -0.9481
H 3.2147 -2.4040 0.5597
H -0.5423 -3.6616 -1.2202
H -0.8406 -3.8492 -2.6987
H 3.1809 -0.7204 0.9384
H 1.7820 -1.0397 1.4398
H -2.9647 -2.3774 -0.7908
H -2.5801 -1.0437 -1.4099
H -4.7223 -0.8407 0.2953
H -6.0110 -0.7948 1.0998
H 0.3471 3.2218 1.0767
H 1.1824 4.1311 1.9630
H -1.4951 2.3564 -4.0823
H -0.1859 2.3568 -3.3103
H 4.7266 -0.5272 -1.0720
H 5.2836 0.1826 0.1511
H -1.9401 2.5551 1.1544
H -2.6103 1.6609 0.1243
H 0.8350 1.6246 1.2240
H 0.1528 0.4783 1.9526
H -0.9068 -2.1085 2.9585
H -0.0352 -1.2411 3.8519
H 0.3024 3.2112 -1.2039
H 0.8583 1.8042 -1.3499
O -0.0536 -0.2073 -0.0697
O 2.7321 -2.5572 -0.2604
O -0.2789 -3.3514 -2.0939
O 2.3266 -1.0564 0.6447
O -3.3384 -1.5359 -1.0756
O -5.5489 -1.3166 0.4340
O 1.2346 3.3241 1.4385
O -1.0746 2.7297 -3.2995
O 5.4940 -0.5063 -0.4893
O -2.6225 2.5591 0.4738
O 0.0180 1.3929 1.6799
O -0.9172 -1.2892 3.4662
O 1.1249 2.7108 -1.1602



Arrangement x

A cluster of 13 separate species, H26O13 in total. Source: OMol25; level of theory: wB97M-V/def2-TZVPD.

Properties
- LUMO energy (eV) = -0.6
- orbital gap (eV) = 10.40

Element x y z (Å)
H 0.0567 1.1430 0.4777
H 0.8658 -0.0055 0.5552
H -2.6041 -1.2065 -2.9420
H -1.1916 -0.8680 -3.0455
H 3.9521 -2.0343 1.0192
H 4.7003 -3.2672 1.5631
H 0.2588 -2.6101 2.3174
H -0.6253 -1.3600 2.0165
H -3.2409 0.0676 -0.3196
H -3.4636 1.2769 -1.2111
H 0.3126 2.7984 2.8637
H 0.1327 1.3976 3.1682
H -4.4352 -1.6083 0.5420
H -3.3342 -2.6327 1.0085
H -4.4440 2.3323 1.8111
H -3.4802 2.9719 0.8417
H 5.2095 -0.0624 0.3558
H 5.5982 -0.8076 -0.8962
H 2.4458 -0.0204 -2.8502
H 1.4458 0.3685 -1.9213
H -2.6065 0.5983 -2.7227
H -1.8869 1.8903 -2.0642
H 3.1674 4.1363 -0.8023
H 3.6687 2.6460 -0.5218
H -1.3862 -2.6651 -0.0005
H -0.5426 -3.7988 0.5539
O 0.0011 0.1964 0.6524
O -1.7642 -1.6701 -2.8144
O 4.9100 -2.3626 1.2895
O -0.1355 -2.0259 1.6646
O -3.6273 0.9521 -0.4063
O 0.4021 2.2217 3.6149
O -3.9713 -1.9249 1.2691
O -4.4189 2.9119 0.9796
O 5.3848 0.1106 -0.6328
O 2.3471 0.4880 -2.0155
O -1.8665 1.1353 -2.6962
O 3.9192 3.5984 -0.6322
O -1.0023 -3.4660 -0.2472



Most stable pick: arrangement x. Distance to second place: 1.796 eV.